Entry 1:
Formula: C10H37N13O8
Source: OMol25
Level of theory: the ωB97M-V functional and the def2-TZVPD basis

XYZ file:
```
68
C10H37N13O8 the ωB97M-V functional and the def2-TZVPD basis
H -4.69 3.53 0.29
O 3.05 1.40 -3.27
N 0.16 -2.38 1.84
O 0.69 -3.01 -1.16
N -4.76 3.82 -0.67
C 0.45 -3.09 2.88
C 0.49 2.39 5.86
N 1.44 -3.94 2.65
H 1.18 -5.92 -2.25
H 4.57 -1.23 -3.71
H -2.39 2.19 -1.77
C -3.95 3.41 -1.63
H 0.56 -2.37 0.91
H 2.76 2.01 6.93
H 0.08 2.33 6.87
H -4.94 -0.89 -1.55
N 4.24 -0.31 -3.98
H 1.10 0.60 1.47
H 2.08 -0.29 -1.83
H 2.88 -1.64 -2.65
H -0.27 0.16 -1.75
N 2.78 -0.65 -2.47
H -3.50 -2.15 -2.80
H 2.14 -3.70 1.96
N 1.11 -5.18 -1.57
H 2.63 0.57 3.55
H 0.87 3.42 5.84
C -3.12 -1.68 -1.01
N 2.46 1.13 6.53
H 3.12 2.12 4.08
H -5.43 4.56 -0.77
H 0.05 -3.03 -3.40
O -3.96 3.82 -2.82
H -0.12 0.58 2.88
C 2.24 1.48 4.01
O 1.41 2.07 3.01
H 3.25 0.69 6.08
O -0.97 1.49 -3.23
O -0.27 -3.17 3.90
H 0.04 -4.81 -3.57
H 1.32 1.92 -3.76
H -0.38 2.43 5.20
O -0.11 -0.06 -0.83
H -1.80 -2.49 -2.28
N 0.19 -3.96 -3.04
N -3.03 2.66 -1.15
C 1.51 1.31 5.40
H 0.92 0.39 5.34
H -0.31 -0.99 -0.77
H 4.74 0.38 -4.52
N -1.07 3.64 -3.83
H -0.49 4.34 -4.27
C 3.31 0.24 -3.19
H -2.95 2.64 -0.14
N 0.71 2.58 -4.21
O -2.39 -1.71 -0.02
H -1.92 3.83 -3.32
H 1.55 -5.40 -0.68
H 1.64 -4.70 3.28
C 0.65 -4.00 -1.86
H -4.62 -0.92 0.12
C 0.60 1.14 2.28
H 1.08 3.45 -4.55
N -4.38 -1.27 -0.80
H -0.70 -1.87 1.94
N -2.73 -2.12 -2.14
H -0.21 1.70 1.82
C -0.55 2.49 -3.74
```

Summary:
HOMO energy (alpha / beta)   0.13 / -6.75 eV
Spin multiplicity   2
Expectation value of S²   0.75
Net charge   -1
Largest force on an atom   5.8 eV/A

Atomic partial charges in e from the Löwdin method, atoms 1 to 4:
1 H 0.105
2 O 0.030
3 N 0.190
4 O -0.033

Entry 2:
Formula: C10H37NO8
Source: OMol25
Level of theory: the ωB97M-V functional and the def2-TZVPD basis

XYZ file:
```
56
C10H37NO8 the ωB97M-V functional and the def2-TZVPD basis
C -0.03 -1.40 2.05
H 0.15 0.17 -4.17
H 1.08 -0.60 -1.41
C -0.88 0.35 -2.20
H -0.16 -0.42 -1.93
O 0.88 1.31 -1.15
H -3.49 0.56 -0.18
H -2.41 -1.22 1.19
C 2.52 -0.80 0.85
H -1.38 1.09 -0.77
C -1.05 0.93 1.20
H 0.94 0.16 2.70
H -1.84 -0.14 -2.36
O 0.86 -3.06 0.67
H 3.02 -1.91 -0.87
H -1.25 -0.14 1.23
O -2.45 -0.78 0.34
H -0.49 -0.70 0.32
H 2.16 0.88 1.71
H 0.93 -3.99 0.45
C -1.50 3.15 -0.13
H -0.45 3.33 -0.36
H 0.98 -3.12 2.73
H -1.11 1.07 -1.42
N -3.24 1.52 0.01
H -2.00 3.57 -1.00
H -0.26 -1.40 -1.03
H -0.72 -1.02 1.29
H -0.61 -3.47 1.98
O 0.00 -0.44 -0.47
O 0.30 1.12 0.88
H 0.63 -2.46 -0.42
H 1.04 1.96 2.54
H 3.89 -0.46 -0.77
H 1.49 -1.12 1.04
C 2.88 -0.86 -0.62
H -2.97 -1.36 -0.21
C -1.78 1.64 0.08
H -0.87 1.57 -4.01
H -1.23 1.41 2.17
H -3.58 1.52 0.96
H 3.25 -1.40 1.39
C 0.29 -2.86 1.93
C 1.12 1.00 2.02
C -0.11 0.98 -3.50
O 1.03 1.65 -3.03
H -1.79 3.78 0.71
H 0.92 1.76 -0.31
H 2.53 0.21 1.25
H 0.91 -0.84 1.97
H 1.01 1.77 -2.08
H -0.17 0.49 -0.57
O 1.93 -0.15 -1.42
H 1.49 0.58 -1.06
H -0.55 -1.17 2.98
O 0.14 -2.25 -1.21
```

Summary:
HOMO energy   -7.10 eV
Relative energy (zero: lowest compared OMol25 entry of this formula, charge and spin)   32.4254 eV
Largest force on an atom   19.6 eV/A

Atomic partial charges in e from the Löwdin method, atoms 1 to 4:
1 C -0.106
2 H 0.101
3 H 0.075
4 C -0.026

> What is the formula in the second record?

C10H37NO8

> The lowest largest force on an atom belongs to which entry?

C10H37N13O8

> largest force on an atom of number 1 (C10H37N13O8)?

5.8 eV/A

> What is the largest force on an atom in the first record?

5.8 eV/A